ORCA calculation (ωB97M-V/def2-TZVPD) on C20H32KN2O9S5 as an isolated structure in a non-equilibrium geometry.

Structure (ORCA input):
```
! RIJCOSX wB97M-V def2-TZVPD def2/J DEFGRID3
* xyz -1 1
K 0.212 -0.129 -0.568
C 0.135 -4.603 -1.564
N 0.192 -3.579 -2.591
C -0.729 -3.729 -3.705
C 0.771 -2.402 -2.284
O 1.456 -2.233 -1.281
C 0.492 -1.224 -3.257
O 1.371 -0.143 -2.964
C 0.942 1.151 -3.340
C 1.100 2.167 -2.176
O 1.653 1.836 -1.137
N 0.629 3.414 -2.396
C -0.302 3.702 -3.469
C 0.594 4.332 -1.271
H 0.291 -5.584 -2.016
H -0.837 -4.586 -1.063
H 0.913 -4.413 -0.831
H -0.926 -4.792 -3.837
H -0.287 -3.368 -4.633
H -1.673 -3.211 -3.514
H -0.567 -0.935 -3.170
H 0.662 -1.570 -4.283
H -0.091 1.142 -3.689
H 1.578 1.539 -4.149
H 0.027 3.258 -4.408
H -0.330 4.782 -3.620
H -1.307 3.346 -3.226
H 1.351 4.038 -0.551
H -0.387 4.312 -0.787
H 0.801 5.345 -1.623
C 2.589 -2.079 4.224
C 1.223 -1.392 4.181
S 0.600 -0.781 2.596
C 1.473 0.787 2.395
C 2.990 0.761 2.216
S 3.586 -0.139 0.762
C 4.139 -1.715 1.456
C 3.092 -2.838 1.527
S 2.830 -3.525 3.181
H 2.741 -2.454 5.240
H 3.392 -1.358 4.063
H 1.221 -0.577 4.912
H 0.467 -2.103 4.519
H 1.198 1.442 3.228
H 1.043 1.258 1.507
H 3.507 0.399 3.105
H 3.313 1.798 2.091
H 4.601 -1.538 2.429
H 4.954 -2.035 0.805
H 3.427 -3.695 0.940
H 2.155 -2.508 1.090
O -1.699 1.125 -1.799
S -2.274 1.682 -0.573
O -2.739 3.046 -0.734
O -1.412 1.483 0.594
C -3.781 0.697 -0.213
C -4.824 1.490 0.241
C -6.047 0.967 0.643
C -6.246 -0.396 0.596
C -5.217 -1.209 0.135
C -3.994 -0.701 -0.276
S -2.848 -1.963 -0.902
O -3.359 -3.262 -0.517
O -2.813 -1.763 -2.350
O -1.598 -1.591 -0.261
H -4.671 2.559 0.278
H -6.830 1.632 0.990
H -7.184 -0.840 0.906
H -5.353 -2.281 0.085
*
```

Highest occupied orbital energy   -6.0419 eV

Charges obtained by natural (NBO) population analysis, quoted in units of e:
1 K 0.8520
2 C -0.4181
3 N -0.4239
4 C -0.4325
5 C 0.6817
6 O -0.6659
7 C -0.1887
8 O -0.5324
9 C -0.1635
10 C 0.6882
11 O -0.6653
12 N -0.4316
13 C -0.4174
14 C -0.4230
15 H 0.1807
16 H 0.2269
17 H 0.2346
18 H 0.1991
19 H 0.1877
20 H 0.2608
21 H 0.2547
22 H 0.1831
23 H 0.2245
24 H 0.1842
25 H 0.1951
26 H 0.1971
27 H 0.2376
28 H 0.2327
29 H 0.2294
30 H 0.1812
31 C -0.5546
32 C -0.5541
33 S 0.2499
34 C -0.5601
35 C -0.5469
36 S 0.2426
37 C -0.5542
38 C -0.5585
39 S 0.1863
40 H 0.2227
41 H 0.2011
42 H 0.2072
43 H 0.2311
44 H 0.2135
45 H 0.2548
46 H 0.2006
47 H 0.2259
48 H 0.2094
49 H 0.2283
50 H 0.2226
51 H 0.2662
52 O -1.0554
53 S 2.4049
54 O -1.0165
55 O -1.0320
56 C -0.2067
57 C -0.2245
58 C -0.2276
59 C -0.2209
60 C -0.2016
61 C -0.3355
62 S 2.4295
63 O -1.0071
64 O -1.0302
65 O -1.0595
66 H 0.2396
67 H 0.1998
68 H 0.2003
69 H 0.2406

ORCA calculation (ωB97M-V/def2-TZVPD) on one molecule with the formula C4H7N3O in a non-equilibrium geometry.

Structure (ORCA input):
```
! RIJCOSX wB97M-V def2-TZVPD def2/J DEFGRID3
* xyz 0 1
N 0.544 1.190 0.760
C -0.898 -0.908 0.448
C -0.234 1.350 -0.232
N -0.728 -1.534 -0.736
C 0.771 -0.339 1.101
C -0.569 1.875 -1.379
N 1.842 -0.843 0.548
O -1.886 -0.937 1.147
H 1.183 1.910 1.105
H -1.462 -2.135 -1.079
H 0.210 -1.576 -1.110
H 2.155 -1.673 1.047
H 0.489 -0.496 2.147
H 0.186 2.025 -2.145
H -1.601 2.090 -1.623
*
```

Highest occupied orbital energy (spin up / spin down)   -6.9982 / -7.0016 eV

Charges obtained by natural (NBO) population analysis, quoted in units of e:
1 N -0.5087
2 C 0.5696
3 C 0.4519
4 N -0.8555
5 C 0.1033
6 C -0.4955
7 N -0.9072
8 O -0.6395
9 H 0.4172
10 H 0.3911
11 H 0.4164
12 H 0.3519
13 H 0.1905
14 H 0.2600
15 H 0.2544

ORCA calculation (ωB97M-V/def2-TZVPD) on C19H24N4PbSTe as an isolated structure in a non-equilibrium geometry.

Structure (ORCA input):
```
! RIJCOSX wB97M-V def2-TZVPD def2/J DEFGRID3
* xyz 0 1
Pb 5.053 11.750 10.843
C 6.836 6.575 8.473
C 8.043 7.239 9.112
N 8.157 8.672 8.785
C 7.355 9.654 9.254
S 6.362 9.370 10.640
N 7.548 10.782 8.613
N 6.832 11.883 8.973
C 7.147 12.944 8.363
C 8.268 13.053 7.374
C 6.352 14.173 8.620
C 6.542 15.443 8.024
C 5.730 16.516 8.406
C 4.778 16.323 9.372
C 4.619 15.053 9.867
N 5.375 14.025 9.519
H 6.823 5.530 8.750
H 5.909 6.995 8.869
H 6.781 6.696 7.374
H 7.967 7.170 10.208
H 8.963 6.767 8.788
H 8.674 8.939 7.960
H 8.547 12.028 7.093
H 7.938 13.614 6.522
H 9.114 13.524 7.844
H 7.319 15.594 7.278
H 5.862 17.517 7.997
H 4.132 17.107 9.741
H 3.882 14.812 10.632
C 6.164 11.322 18.783
C 6.308 11.727 17.335
C 5.241 11.727 16.455
C 5.355 12.125 15.140
C 4.136 12.084 14.254
C 6.595 12.523 14.617
Te 6.855 13.293 12.608
C 7.696 12.510 15.473
C 9.051 13.035 15.058
C 7.533 12.103 16.794
H 5.235 10.781 18.939
H 6.099 12.218 19.413
H 6.992 10.693 19.155
H 4.235 11.460 16.817
H 3.235 11.795 14.826
H 4.265 11.381 13.433
H 3.899 13.065 13.826
H 9.388 12.652 14.091
H 9.771 12.799 15.830
H 9.024 14.150 14.969
H 8.352 12.160 17.498
*
```

Highest occupied orbital energy   -7.0514 eV

Charges obtained by natural (NBO) population analysis, quoted in units of e:
1 Pb 0.8801
2 C -0.6255
3 C -0.2177
4 N -0.5850
5 C 0.3156
6 S -0.3455
7 N -0.4742
8 N -0.2575
9 C 0.2255
10 C -0.6846
11 C 0.1694
12 C -0.2310
13 C -0.1518
14 C -0.2561
15 C 0.0691
16 N -0.4663
17 H 0.2108
18 H 0.2235
19 H 0.2046
20 H 0.2182
21 H 0.1997
22 H 0.3998
23 H 0.2640
24 H 0.2146
25 H 0.2337
26 H 0.2268
27 H 0.2257
28 H 0.2287
29 H 0.2015
30 C -0.6279
31 C -0.0110
32 C -0.2194
33 C -0.0514
34 C -0.6150
35 C -0.2345
36 Te -0.1555
37 C 0.0659
38 C -0.6571
39 C -0.2512
40 H 0.2144
41 H 0.2182
42 H 0.2189
43 H 0.1981
44 H 0.2149
45 H 0.1938
46 H 0.2226
47 H 0.2327
48 H 0.2102
49 H 0.2182
50 H 0.1992

ORCA calculation (ωB97M-V/def2-TZVPD) on one molecule with the formula C3H6N2S2 in a non-equilibrium geometry.

Structure (ORCA input):
```
! RIJCOSX wB97M-V def2-TZVPD def2/J DEFGRID3
* xyz 0 1
C -0.196 0.072 0.558
C -0.198 -0.874 1.687
C -0.441 0.816 -2.076
N 1.209 0.302 0.152
N 2.042 -0.421 0.687
S 1.526 -1.500 1.860
S -0.816 -0.617 -1.057
H -0.646 1.088 0.628
H -0.550 -0.394 2.586
H -0.810 -1.770 1.612
H 0.546 1.112 -1.653
H -1.042 1.621 -1.917
H -0.625 0.565 -3.067
*
```

SMILES string   CS[C@H]1CSN=N1
Highest occupied orbital energy   -8.7230 eV

Charges obtained by natural (NBO) population analysis, quoted in units of e:
1 C -0.2420
2 C -0.5989
3 C -0.7520
4 N -0.1599
5 N -0.2621
6 S 0.4076
7 S 0.1922
8 H 0.2374
9 H 0.2363
10 H 0.2489
11 H 0.2587
12 H 0.2012
13 H 0.2325

ORCA calculation (ωB97M-V/def2-TZVPD) on a 2-piece molecular cluster, CH5NOS2 overall in a non-equilibrium geometry.

Structure (ORCA input):
```
! RIJCOSX wB97M-V def2-TZVPD def2/J DEFGRID3
* xyz 0 3
C 0.534 -1.400 0.841
N 0.823 0.810 -1.683
O -0.602 2.843 -0.984
S -0.976 -0.280 0.566
S -0.117 1.781 -2.120
H 0.250 -2.469 0.945
H 0.959 -1.185 1.799
H 1.349 -1.279 0.175
H -1.935 -1.247 0.663
H -0.284 2.425 -0.202
*
```

Expectation value of S²   2.013
Highest occupied orbital energy (spin up / spin down)   -7.2708 / -9.2740 eV

Charges obtained by natural (NBO) population analysis, quoted in units of e:
1 C -0.6933
2 N -0.6517
3 O -0.8061
4 S -0.1119
5 S 0.9607
6 H 0.2248
7 H 0.2092
8 H 0.2308
9 H 0.1483
10 H 0.4892

ORCA calculation (ωB97M-V/def2-TZVPD) on one molecule with the formula C3H3NO2 in a non-equilibrium geometry.

Structure (ORCA input):
```
! RIJCOSX wB97M-V def2-TZVPD def2/J DEFGRID3
* xyz 0 1
O -0.245 -1.225 -1.223
C -0.324 -0.229 -0.303
C 0.382 1.019 -0.578
O 1.002 1.129 -1.620
C -0.772 -0.445 0.915
N -0.936 -0.580 2.125
H 0.367 -0.869 -1.888
H 0.068 -0.579 2.347
H 0.411 1.787 0.218
*
```

SMILES string   N=C=C(O)C=O
Highest occupied orbital energy   -9.2083 eV

Charges obtained by natural (NBO) population analysis, quoted in units of e:
1 O -0.6565
2 C -0.0123
3 C 0.3688
4 O -0.5560
5 C 0.3897
6 N -0.5533
7 H 0.5000
8 H 0.3822
9 H 0.1374

Computed E_tot (eV) in order:
-113172.874; -10774.604; -49429.601; -27856.819; -26321.210; -8742.252
Computed ΔE to the lowest compared entry with this formula, charge and spin (eV) in order:
0.633; 5.143; 0.000; 2.278; 0.888; 2.879